Record 1
# C12H75NO33

A 32-piece molecular cluster, C12H75NO33 overall (ωB97M-V/def2-TZVPD, the Open Molecules 2025 dataset).

Each line ends with the Löwdin charge.
Cartesian coordinates (Å):
O -0.2952 0.1243 -0.3061  -0.013
C 0.2382 -0.8007 0.3760  -0.254
C 1.1790 -1.8367 -0.4206  -0.062
C 0.6419 -1.9349 -1.9433  -0.178
C -0.7958 -2.6687 -2.1644  -0.107
C -0.6273 -3.9338 -3.1685  -0.165
N 0.6188 -3.5615 -3.9410  -0.004
C 1.4893 -2.7968 -3.0009  -0.318
O 2.7262 -2.9102 -3.2035  0.026
C -0.0910 -0.9025 1.9310  -0.090
C 0.7803 -1.6179 2.9874  0.002
C 0.2755 -1.6573 4.4718  -0.053
C -1.0507 -0.9929 4.9212  -0.071
C -1.8868 -0.2404 3.8574  -0.062
C -1.4184 -0.2049 2.3886  0.001
H 1.0096 -2.8871 0.0212  0.119
H 2.2882 -1.5233 -0.3757  0.141
H 0.6436 -0.8953 -2.4414  0.121
H -1.0986 -3.1032 -1.1549  0.090
H -1.5959 -1.9986 -2.6215  0.101
H -1.4926 -4.1322 -3.9030  0.104
H -0.2995 -4.8883 -2.6102  0.122
H 0.2096 -2.9294 -4.6570  0.109
H 1.7608 -2.1157 2.7004  0.088
H 0.9100 -2.1952 5.2672  0.094
H -1.4301 -1.0372 6.0047  0.094
H -2.8585 0.3046 4.1130  0.092
H -2.0586 0.3307 1.5990  0.098
O -0.1333 1.0368 6.9742  -0.072
H 0.2370 1.5441 6.2377  0.007
H -0.3275 1.7041 7.6430  0.035
O 0.0408 0.2431 -4.3907  -0.059
H 1.0058 0.2650 -4.3602  0.046
H -0.2225 1.1176 -4.0763  0.051
O -3.8385 -2.6120 -3.4888  -0.057
H -4.3263 -2.5080 -4.3189  0.003
H -4.4282 -2.2363 -2.8230  0.044
O 2.8966 -4.0680 0.8885  -0.074
H 3.6462 -3.4664 0.9707  0.043
H 2.7647 -4.1461 -0.0629  -0.001
O -3.7807 -5.4674 -4.6862  -0.070
H -3.4072 -4.9678 -5.4243  0.036
H -3.9786 -4.7901 -4.0216  0.018
O -2.9272 1.2473 -1.1581  -0.069
H -2.0936 0.8819 -0.8261  -0.013
H -2.9908 0.9038 -2.0572  0.021
O -4.8356 -6.3060 -2.2589  -0.055
H -4.0058 -6.6702 -1.9257  0.040
H -4.8997 -6.6553 -3.1569  0.020
O 1.7926 2.8087 5.4182  -0.072
H 2.5015 2.4953 5.9952  0.019
H 2.2397 3.3920 4.7951  0.038
O -2.9482 -3.6612 -0.0388  -0.071
H -3.7612 -3.4502 0.4424  0.013
H -3.1580 -4.4810 -0.5019  0.030
O 2.9789 3.5074 7.6979  -0.063
H 2.2431 3.5516 8.3194  0.053
H 3.5124 4.2839 7.9122  0.010
O -2.7247 -2.5407 -6.0082  -0.044
H -1.9730 -1.9379 -5.9291  0.054
H -2.8601 -2.6217 -6.9615  0.058
O -1.2051 -7.3474 -3.9228  -0.053
H -2.0321 -6.9211 -4.1806  0.007
H -1.4203 -8.2884 -3.9056  0.052
O -3.8665 0.3864 -6.1339  -0.056
H -3.6490 -0.3944 -5.6065  0.009
H -3.0087 0.7113 -6.4348  0.028
O -5.9672 -1.5280 -5.7647  -0.053
H -5.7915 -0.6178 -6.0472  0.034
H -6.7922 -1.7567 -6.2121  0.049
O -2.4913 0.1085 -8.7636  -0.052
H -2.0748 0.6687 -9.4318  0.048
H -3.2861 -0.2224 -9.2004  0.054
O 4.9333 4.3663 9.8928  -0.059
H 5.1570 3.5852 10.4131  0.044
H 5.7896 4.6954 9.5835  0.006
O 6.5831 6.2763 8.4420  -0.056
H 6.9478 6.7816 7.7015  0.028
H 6.3915 6.9481 9.1115  0.023
O -0.5778 2.3075 -7.8429  -0.050
H -1.1861 1.5994 -8.0908  -0.017
H 0.2135 2.1315 -8.3667  0.042
O 4.7738 8.6032 9.4741  -0.065
H 4.2781 8.7087 8.6518  0.051
H 4.1901 8.9735 10.1485  0.030
O 4.4098 -5.0183 -1.2361  -0.058
H 3.9315 -4.4500 -1.8579  0.010
H 4.5844 -5.8210 -1.7428  0.050
O -5.9899 -2.4667 -8.5849  -0.059
H -5.5673 -2.6131 -7.7273  0.012
H -5.9947 -1.5051 -8.6813  0.015
O 7.5929 8.6836 11.4934  -0.045
H 7.7645 9.5920 11.2153  0.042
H 6.7612 8.4574 11.0538  0.014
O 4.9137 10.6960 11.1078  -0.053
H 5.6257 10.3830 11.6808  0.029
H 5.3578 11.2790 10.4798  0.056
O 3.9351 6.4186 6.5846  -0.054
H 4.7689 6.0483 6.9077  0.012
H 3.8631 6.0814 5.6833  0.042
O -4.9921 -7.7473 -6.9493  -0.062
H -4.6198 -7.2494 -7.6871  0.033
H -5.1882 -7.0718 -6.2869  0.012
O 1.8128 -6.8850 -3.6576  -0.078
H 1.9711 -5.9757 -3.9451  0.013
H 0.9912 -7.1317 -4.1059  0.000
O -5.4648 -2.7289 -0.2268  -0.048
H -5.2880 -1.8219 -0.5084  0.052
H -6.2893 -2.9565 -0.6746  0.058
O -7.2368 -0.0237 -10.3141  -0.053
H -8.0584 0.4159 -10.5683  0.052
H -7.4691 -0.9619 -10.3025  0.048
O 10.9368 7.8360 11.9819  -0.065
H 10.1113 8.2778 11.7424  0.007
H 10.7055 6.8995 11.9909  0.035
O -6.7765 2.8729 -9.8208  -0.057
H -7.5961 3.3155 -10.0729  0.036
H -7.0088 1.9343 -9.8099  -0.017
O 8.8350 6.8413 6.5219  -0.057
H 9.0599 6.0596 7.0429  0.044
H 9.6883 7.1695 6.2135  0.046

Properties
Max |F| = 0.0799 hartree/bohr
Frontier orbital gap = 8.0038 eV
Lowest unoccupied orbital energy = -0.01728 Ha
Molar mass = 761.7 g mol⁻¹


Record 2
# C12H79IN2O30S2

A 29-piece molecular cluster, C12H79IN2O30S2 overall (ωB97M-V/def2-TZVPD, the Open Molecules 2025 dataset).

Each line ends with the Löwdin charge.
Cartesian coordinates (Å):
C -0.4976 2.0838 2.0220  -0.097
C -1.3205 2.6217 0.8397  -0.238
N -1.4693 1.5621 -0.1695  -0.183
C -1.4111 1.9769 -1.5879  -0.219
C -0.1463 1.5298 -2.3284  -0.070
C -2.3745 0.5779 0.1267  -1.034
S -3.4240 0.5827 1.3855  0.757
S -2.2064 -0.8841 -0.9087  0.905
C -1.4492 -1.9116 0.3787  -0.472
C -0.9395 -3.2204 -0.2107  -0.222
C 0.1150 -3.8940 0.6962  -0.149
N 0.1268 -3.4051 2.0850  0.080
C 1.3652 -3.1753 2.6671  -0.520
O 1.8216 -3.7911 3.6499  0.073
O 2.0271 -2.1353 2.0811  -0.007
C 3.0874 -2.5461 1.1983  -0.278
C 4.1871 -1.5048 1.1746  -0.275
C 5.4990 -2.0592 0.6404  -0.550
I 5.2240 -3.4902 -0.9274  1.025
H -0.9414 2.3313 2.9800  0.052
H -0.3931 1.0024 1.9349  0.063
H 0.4973 2.5263 1.9810  0.057
H -0.7673 3.4368 0.3702  0.100
H -2.2790 3.0332 1.1531  0.091
H -2.2908 1.6058 -2.1122  0.100
H -1.4533 3.0626 -1.6097  0.097
H 0.4150 2.3919 -2.6815  0.062
H 0.4897 0.9981 -1.6226  0.059
H -0.3620 0.8643 -3.1616  0.063
H -2.1835 -2.1007 1.1592  0.067
H -0.6439 -1.3223 0.8213  0.074
H -0.5231 -3.0383 -1.2025  0.085
H -1.7809 -3.8936 -0.3463  0.084
H 1.0843 -3.7569 0.2303  0.094
H -0.0791 -4.9637 0.7030  0.112
H -0.4194 -3.9827 2.7056  0.138
H 3.4732 -3.5141 1.5305  0.115
H 2.6595 -2.6324 0.2026  0.024
H 3.8453 -0.6864 0.5407  0.059
H 4.3100 -1.1212 2.1834  0.104
H 6.0675 -2.5510 1.4241  0.050
H 6.1011 -1.2585 0.2204  0.048
O 0.3499 1.2486 4.9580  -0.040
H -0.3442 0.7745 5.4276  0.056
H 0.9431 0.5576 4.6466  0.045
O -1.6128 -2.4126 -4.0239  -0.073
H -1.6978 -1.9896 -3.1626  -0.050
H -1.2199 -1.7307 -4.5747  0.017
O 0.1400 4.9774 2.6237  -0.052
H -0.0226 4.6715 3.5215  0.040
H -0.2761 5.8448 2.6023  0.050
O -2.9483 -0.2052 -5.4787  -0.045
H -3.1823 -1.0418 -5.8948  0.058
H -3.7658 0.0906 -5.0671  0.060
O -0.7111 3.7178 -4.5497  -0.045
H -0.4118 3.7386 -5.4657  0.044
H -1.5833 3.3207 -4.6132  0.048
O 4.7548 0.7645 3.7705  -0.050
H 4.7127 0.4419 4.6778  0.015
H 4.1460 1.5070 3.7379  0.031
O -0.7597 5.5842 -2.2890  -0.059
H -0.5911 5.1394 -3.1334  0.015
H -1.7065 5.4993 -2.1592  0.047
O 6.4556 -2.9394 -4.7560  -0.059
H 6.4402 -3.2719 -3.8537  -0.016
H 5.7955 -2.2400 -4.7677  0.049
O -6.9712 0.2589 1.7183  -0.077
H -6.0651 -0.0728 1.6988  -0.033
H -6.8929 1.1523 1.3607  0.022
O 1.4386 7.3974 -3.0230  -0.065
H 0.7427 6.8674 -2.6105  -0.018
H 2.0810 6.7546 -3.3305  0.030
O 2.9619 0.8317 0.5764  -0.043
H 3.0748 0.9678 1.5207  0.047
H 3.0909 1.7043 0.1884  0.073
O 1.3975 2.3506 7.8944  -0.061
H 1.8197 1.5380 8.1816  0.028
H 1.0867 2.1616 7.0008  -0.005
O 1.4488 5.1404 -0.1009  -0.066
H 1.2387 4.7978 0.7766  -0.010
H 1.0431 6.0100 -0.1152  0.027
O 1.8694 -6.4609 -0.5089  -0.055
H 2.1255 -6.6969 0.3883  0.041
H 1.0968 -7.0020 -0.6915  0.035
O -6.6973 2.9573 2.9131  -0.074
H -7.0801 3.6679 3.4349  0.033
H -6.7854 2.1941 3.4935  0.003
O 9.2541 -2.1938 -5.5282  -0.072
H 9.5411 -2.6173 -6.3395  0.025
H 8.3805 -2.5673 -5.3492  -0.014
O -2.1848 5.4883 4.2684  -0.050
H -2.4804 4.7336 3.7483  0.036
H -2.9995 5.8572 4.6209  0.047
O -4.6078 -0.1518 4.6060  -0.059
H -4.7206 -1.1051 4.6186  0.044
H -4.5909 0.0850 3.6744  -0.052
O 5.9499 -1.2232 5.6424  -0.045
H 5.4390 -2.0105 5.4314  0.044
H 6.8097 -1.5550 5.9109  0.043
O -3.3020 -5.3855 -1.5631  -0.064
H -4.0993 -5.8927 -1.3935  0.036
H -3.4908 -4.9375 -2.3999  0.011
O -5.8135 2.7049 5.8849  -0.054
H -6.4354 2.2270 6.4380  0.038
H -5.2346 2.0117 5.5503  0.008
O 5.4492 -7.0655 0.1933  -0.090
H 6.3952 -7.1854 0.3054  0.029
H 5.3575 -6.1689 -0.1515  -0.095
O 2.0321 -1.6653 -1.1071  -0.066
H 2.3153 -0.7637 -0.9115  0.042
H 1.3263 -1.5652 -1.7519  0.050
O -1.5792 1.4655 -7.5915  -0.051
H -2.1472 0.9117 -7.0369  0.007
H -0.9123 0.8714 -7.9413  0.050
O 2.6299 -2.5785 -3.9167  -0.070
H 3.0091 -2.8346 -3.0700  -0.035
H 1.8843 -3.1745 -4.0314  0.033
O -9.1543 2.5179 4.4126  -0.055
H -9.0574 2.0127 3.5983  0.033
H -10.0688 2.3874 4.6759  0.038
O -2.0195 4.3539 -7.1828  -0.060
H -2.1023 3.4001 -7.3119  -0.008
H -1.7093 4.6901 -8.0265  0.042
O -3.1639 -5.3955 -4.4733  -0.050
H -3.5249 -5.7132 -5.3041  0.042
H -2.3443 -5.8838 -4.3567  0.048

Properties
Max |F| = 0.0589 hartree/bohr
Frontier orbital gap = 8.3760 eV
Lowest unoccupied orbital energy = -0.01281 Ha
Molar mass = 922.8 g mol⁻¹


Record 3
# C12H8AuN4O3S

C12H8AuN4O3S as an isolated structure (ωB97M-V/def2-TZVPD, the Open Molecules 2025 dataset).

Each line ends with the Löwdin charge.
Cartesian coordinates (Å):
Au 1.9050 0.3129 -1.6900  0.785
N 2.8346 0.1858 -3.4331  -0.082
C 3.6369 0.2703 -4.2715  -0.377
N 4.4242 0.4289 -5.2713  0.044
C 5.3243 -0.4996 -5.5556  -0.436
N 6.1461 -1.2488 -5.8804  0.060
O -0.3722 2.2075 1.4956  0.037
C -0.5649 1.1814 2.3489  -0.291
C -1.3103 1.4238 3.5038  -0.024
C -1.5492 0.4036 4.4049  -0.099
C -1.0498 -0.8752 4.1748  -0.102
C -0.3144 -1.1112 3.0275  -0.032
C -0.0604 -0.1020 2.1038  -0.107
C 0.7119 -0.4504 0.8594  -0.623
O 1.0650 -1.5894 0.6301  0.022
O 0.9461 0.5833 0.0881  -0.301
H 0.1944 1.8379 0.7729  0.059
H -1.6901 2.4240 3.6675  0.111
H -2.1296 0.6074 5.2970  0.096
H -1.2370 -1.6737 4.8805  0.091
H 0.0838 -2.0923 2.8035  0.115
S -2.5742 -0.3764 -0.2303  1.006
C -2.2972 -1.3888 -1.5770  -0.407
C -1.9193 -0.6379 -2.6427  -0.269
N -1.8407 0.7136 -2.4204  -0.020
C -2.1573 0.9807 -1.1916  -0.488
H -2.3955 -2.4591 -1.5156  0.061
H -1.6626 -1.0278 -3.6163  0.099
H -2.1474 1.9716 -0.7626  0.071

Properties
Total charge = -1
Max |F| = 0.0050 hartree/bohr
Frontier orbital gap = 8.3950 eV
Lowest unoccupied orbital energy = 0.09390 Ha
Molar mass = 485.3 g mol⁻¹


Record 4
# C12H8BrOS

An isolated ion of composition C12H8BrOS and charge +1 (ωB97M-V/def2-TZVPD, the Open Molecules 2025 dataset).

Each line ends with the Löwdin charge.
Cartesian coordinates (Å):
C 1.7353 -1.8967 -2.6991  -0.024
C 1.3658 -3.0032 -1.9451  -0.038
C 1.2467 -0.6625 -2.3410  0.034
C 0.5012 -2.8354 -0.8505  -0.067
C 0.6090 -0.4466 -1.1362  -0.235
C 0.2623 -1.5562 -0.3641  -0.469
C -1.8714 2.2874 2.3904  -0.039
C -1.5385 0.9904 2.3024  -0.082
C -1.2747 3.2704 1.4915  -0.081
C -0.7759 0.5160 1.1219  -0.402
C -0.2223 1.3096 0.1555  -0.135
C -0.6090 3.0252 0.3698  0.110
O 0.4461 0.8685 -0.8559  0.098
S -0.6489 -1.2498 1.0705  0.939
Br 1.0007 -1.6768 2.7184  0.371
H 2.3372 -2.1204 -3.4734  0.087
H 1.6977 -4.0699 -2.2531  0.158
H 1.4616 0.2858 -2.9915  0.182
H 0.0756 -3.7588 -0.2468  0.170
H -2.4335 2.4873 3.2252  0.093
H -1.8154 0.2963 3.0301  0.091
H -1.4634 4.3358 1.6800  0.128
H -0.0863 3.6036 -0.3993  0.112

Properties
Total charge = +1
Max |F| = 0.1258 hartree/bohr
Frontier orbital gap = 6.8195 eV
Lowest unoccupied orbital energy = -0.21294 Ha
Molar mass = 280.2 g mol⁻¹


Record 5
# C12H8Cl2INO3Tc

C12H8Cl2INO3Tc as an isolated structure (ωB97M-V/def2-TZVPD, the Open Molecules 2025 dataset).

Each line ends with the Löwdin charge.
Cartesian coordinates (Å):
Tc -0.4663 -0.6931 1.6477  1.379
Cl 0.1086 3.9730 -3.5608  0.697
C -0.0240 3.1759 -2.0220  -0.608
C -0.0929 3.9169 -0.8821  -0.163
C -0.2021 3.3021 0.3841  -0.651
I -0.3143 4.4646 2.1004  0.936
C -0.2398 1.9362 0.5113  -0.427
O -0.3457 1.2919 1.6639  -0.317
C -0.1646 1.1718 -0.6928  -0.150
N -0.2082 -0.1847 -0.5276  -0.006
C -0.1708 -0.9719 -1.5791  -0.085
C -0.0711 -0.4618 -2.8832  -0.027
C -0.0133 0.8893 -3.0733  -0.002
C -0.0626 1.7617 -1.9624  -0.168
H -0.0681 4.9959 -0.9514  0.096
H -0.2259 -2.0390 -1.3916  0.111
H -0.0407 -1.1470 -3.7182  0.113
H 0.0647 1.3060 -4.0688  0.098
Cl 2.0814 -1.9587 2.3096  0.576
C 1.5659 -3.5869 1.7564  -0.443
C 0.3076 -3.5550 0.8958  -0.706
O 0.1956 -4.3698 0.0123  0.075
O -0.5652 -2.6295 1.1843  -0.276
H 1.3768 -4.1817 2.6457  0.086
H 2.3816 -4.0159 1.1878  0.080
C -1.3737 -0.7903 3.3380  -0.176
H -1.5538 0.0837 3.9666  -0.022
H -1.8790 -1.6836 3.7093  -0.023

Properties
2S+1 = 4
Relative energy (zero: lowest compared OMol25 entry of this formula, charge and spin) = 0.0 kcal per mole
Max |F| = 0.0127 hartree/bohr
Frontier orbital gap (spin up / spin down) = 7.3257 / 7.4465 eV
Lowest unoccupied orbital energy (spin up / spin down) = -0.02967 / -0.03653 Ha
⟨S²⟩ = 4.048
Molar mass = 510.0 g mol⁻¹


Q: Among the records above, which one has the highest max |F|?
A: C12H8BrOS